[1]
Density functional theory data (ωB97M-V/def2-TZVPD) for a molecular structure, C45H55FN5O3P2PbSi.

Each line ends with the Mulliken charge.
Geometry (Å):
C 0.54 2.11 5.49  -0.8365
H -2.76 2.20 6.01  0.3059
H -0.94 -3.33 0.39  0.1966
H -3.36 3.26 3.06  0.4417
H -2.98 0.49 5.57  0.1714
H -2.52 0.96 -0.26  0.3089
N -1.59 -3.13 4.32  0.3290
Pb 1.01 -0.83 -1.27  1.3478
O 0.43 -2.18 3.00  -1.1532
H 5.85 -1.64 3.07  0.3654
H 3.98 -0.06 2.87  0.4327
H -0.27 4.42 -1.40  0.3328
N -2.32 1.69 4.00  0.5524
N -0.17 0.84 5.30  0.3125
C -2.95 1.07 -3.35  -0.4433
H -0.08 -1.36 -3.88  0.0268
C 5.34 0.55 -2.55  -0.5896
H 1.36 -2.39 -3.70  0.5650
H -1.65 -0.10 -6.77  0.4196
C 1.84 4.03 -4.79  -0.8323
H -2.65 -3.76 0.54  0.3347
P -1.02 -2.08 3.17  0.6322
H 2.72 1.17 -0.28  -0.2986
C 0.59 -0.31 5.78  -0.6610
H -3.99 2.36 1.11  0.4295
H -1.31 -5.23 4.14  0.3552
C -0.01 -4.54 -2.90  -0.3721
H 6.94 -2.52 1.02  0.3673
C 5.67 -1.38 -0.30  -0.7153
C -0.86 -5.61 -2.65  -0.7575
C -2.70 -4.07 -2.44  -0.8139
C -3.17 2.82 0.56  -0.8258
C 5.51 -1.33 2.09  -0.5601
C 4.46 -0.44 1.98  -0.7391
H 1.90 0.16 -4.17  0.1365
H 3.78 4.34 -2.04  0.3955
C 0.91 2.75 -2.95  0.6627
C -1.57 1.09 -3.57  0.8930
C -3.39 0.22 -5.56  -0.6892
H -4.15 1.71 5.01  0.3446
C -0.85 -4.35 4.60  -1.0788
H 0.03 -1.23 5.61  0.0704
H 0.73 -0.19 6.86  0.4058
H 0.17 -4.25 4.23  0.2648
H -0.08 0.63 -5.06  0.0719
C -1.14 0.65 -4.83  -0.3182
O -1.57 -0.69 3.81  0.0322
H 1.56 -0.41 5.30  0.2105
C -0.47 -3.22 -2.95  -0.1008
H 1.04 -4.74 -3.08  0.3687
H -1.49 -4.28 1.78  0.3382
H -1.64 -1.03 0.17  0.2751
C -1.07 3.95 -0.85  -0.6951
H -3.46 -4.10 4.09  0.3122
C 0.41 -2.09 -3.24  -1.2170
F -3.04 -6.40 -2.18  -0.3789
C -2.36 3.05 3.46  -1.3072
C -1.29 2.57 -0.98  0.9931
H -3.51 -2.33 4.20  0.2461
H -3.34 -1.28 0.55  0.3023
C 2.86 0.27 -3.69  0.1109
C -2.03 0.23 -5.81  -0.6250
H 1.50 2.14 4.96  0.2389
C 2.92 4.43 -4.01  -0.5415
C 0.86 3.21 -4.27  -0.1391
C 4.01 0.02 0.73  0.4258
C 4.63 -0.46 -0.43  0.5314
H -3.58 4.81 1.27  0.4158
C -3.09 1.51 5.22  -0.9962
H -3.75 -3.91 -2.26  0.4246
H -3.20 -3.29 5.65  0.3276
H 3.74 1.08 -5.48  0.4175
N 3.07 1.03 0.66  -0.3751
C -2.94 4.18 0.66  -0.6833
O -0.18 1.18 2.61  -0.9188
C 1.97 3.22 -2.16  -0.1950
C -2.34 2.03 -0.22  -0.0548
H 6.14 -1.76 -1.20  0.4627
P -0.94 0.80 3.81  0.5936
C 3.91 0.78 -4.45  -0.7255
H 0.03 2.92 -4.91  0.4167
H -0.81 -4.53 5.68  0.2938
H -2.37 -0.20 1.57  -0.1574
H 6.32 0.65 -2.09  0.4929
H 5.98 1.36 -4.44  0.3480
H 0.73 2.25 6.55  0.3533
C 6.12 -1.82 0.94  -0.7884
H -1.64 3.14 2.65  0.3089
C -1.88 4.74 -0.04  -0.9069
C -3.02 -3.22 4.58  -1.0232
H -0.50 -6.63 -2.65  0.4229
C 3.00 -0.10 -2.35  -0.6931
H 1.78 4.37 -5.82  0.3767
H 3.71 5.03 -4.43  0.3622
H 2.33 1.02 1.35  0.2503
H -0.07 2.93 5.12  0.2367
C -1.76 -3.47 1.10  -0.8534
Si -0.29 1.46 -2.19  0.3728
H -1.68 5.80 0.05  0.4053
C -3.85 0.65 -4.32  -0.7039
H -4.09 -0.12 -6.31  0.3574
C 5.16 0.94 -3.87  -0.8072
C 4.29 0.02 -1.80  0.7297
N -2.04 -2.25 1.86  0.4094
H -4.91 0.65 -4.10  0.4179
C 2.96 4.03 -2.68  -0.8158
C -1.84 -3.02 -2.70  0.3025
H -3.34 1.41 -2.40  0.2473
C -2.20 -5.36 -2.42  0.6116
C -2.35 -1.12 0.99  -0.6995
H -2.14 3.80 4.23  0.3231
H -2.23 -2.01 -2.74  0.2406
H 2.01 2.94 -1.11  0.3067

As for the total charge: -1. The LUMO energy is 2.211 eV.



[2]
Density functional theory data (ωB97M-V/def2-TZVPD) for a molecular structure, C45H56BN16O4S5Sr in a non-equilibrium geometry.

Each line ends with the Mulliken charge.
Geometry (Å):
H 4.58 0.33 1.32  0.7166
H 6.61 0.15 -0.16  0.4344
C 6.51 0.52 -2.73  -0.6767
C -1.29 5.30 1.73  -0.1785
C 0.46 -3.11 -0.15  -0.2194
H 3.31 -3.63 1.10  0.6354
H 7.18 -1.48 -0.53  0.2579
C 5.08 -1.38 -4.14  0.2330
C 3.85 -2.71 0.93  -0.5383
C -5.24 -2.52 3.48  -1.5695
H -5.40 1.05 0.24  0.6315
H -0.81 6.77 3.89  0.3563
H 0.55 6.56 5.00  0.4721
C 1.20 -5.76 -5.18  -1.0023
N -3.60 1.26 2.55  -0.0018
H 1.84 5.26 1.70  0.3327
C -2.31 4.58 1.25  -1.7278
C -1.16 3.24 2.60  0.1920
C 1.59 -4.60 -4.53  0.0960
H -4.75 -2.87 6.10  0.4466
N -0.23 -4.17 -0.62  1.4641
N -2.25 3.31 1.79  0.7046
C 2.73 -3.82 -4.97  0.4904
H -5.48 -1.27 5.91  0.5096
H 0.91 6.74 1.98  0.3915
C 5.30 -1.54 -2.78  0.0325
H -1.87 -4.95 -1.58  0.4399
N 3.77 4.80 -1.73  -0.6822
O 2.07 0.27 3.81  -0.6304
H 0.09 -2.46 2.34  0.2737
C 4.27 -2.38 -4.81  0.2335
H -4.68 1.32 -4.45  0.5082
H 7.04 1.28 -2.18  0.3814
C -4.60 1.29 -0.44  -1.7050
C 2.60 1.85 -3.14  -0.9134
C 3.40 3.77 -1.37  -0.2776
H -4.13 2.75 4.02  0.6270
S 2.25 -0.16 -1.42  -0.1178
C -3.75 0.75 -4.41  -2.3132
C -0.26 -4.82 -2.99  0.8421
C 6.33 -0.81 -0.61  -1.5727
C 5.59 -0.27 -4.81  -0.9647
H 4.88 -2.40 -2.27  0.7062
H -3.78 -1.43 6.41  0.4485
C -2.61 2.09 -1.06  -0.1561
H -4.46 0.60 5.63  0.5135
C -1.44 0.59 -3.51  -1.5241
C 0.86 -4.13 -3.44  -0.1372
C 6.29 0.68 -4.10  -0.6512
H 0.50 -2.14 -0.61  0.7099
N -0.56 4.47 2.57  0.7179
H -0.65 1.06 -2.94  0.1828
H 1.92 3.47 3.50  -0.0337
C -4.01 1.70 3.80  -1.5396
H -5.17 0.59 -2.42  0.4982
N 3.30 -3.76 -6.14  -0.4861
H 5.39 -0.16 -5.87  0.4653
C 0.71 -4.75 1.14  -0.4881
N 1.08 -3.45 0.97  -0.6223
N 4.32 -2.82 -6.03  -0.5722
H 1.03 -5.34 1.98  0.5434
H -3.35 0.69 -5.42  0.4451
H 6.64 1.58 -4.60  0.3722
H -3.04 -3.71 4.67  0.5239
H 1.64 -0.57 4.03  0.2820
C 1.40 4.15 4.18  -1.5407
C -4.56 -1.85 5.77  -2.2401
N 4.87 -2.65 0.11  -0.8875
H -2.53 -2.87 3.20  0.1921
S -0.69 1.86 3.49  -0.5058
H -0.69 -1.24 2.81  0.0009
B -3.44 2.39 1.49  0.3873
H -3.08 4.86 0.55  0.5895
C -0.63 -5.99 -3.64  -0.7592
H 1.78 -6.11 -6.03  0.5093
N -3.89 -0.50 3.83  0.7310
H -4.44 3.06 1.61  -0.1521
C -4.19 0.63 4.59  -0.2065
C -1.04 -4.28 -1.82  -1.2958
H -1.66 3.34 -3.54  0.3066
H -1.50 -6.55 -3.29  0.4002
H -0.20 -7.38 -5.22  0.3869
H -1.08 0.43 -4.53  0.5249
H -1.66 -0.39 -3.06  0.2144
N 2.53 2.08 -4.27  -0.6951
O -0.52 -0.03 0.50  2.3925
N -3.25 1.56 -2.15  0.4461
H 1.17 -3.22 -2.95  0.7838
C -4.12 -1.89 4.31  1.3233
C 1.43 5.91 2.47  -1.6073
H -2.04 -2.25 4.78  0.3560
C -2.71 1.44 -3.53  1.6747
C 3.00 2.49 -0.86  0.5759
H -6.16 -1.94 3.57  0.3792
H 2.14 4.74 4.71  0.6034
H -2.07 2.72 -5.14  0.4708
C -0.19 6.04 4.40  -1.7887
N -3.45 1.91 0.01  0.5942
H -1.00 6.30 1.50  0.6028
S -1.08 2.84 -1.06  -0.2114
C 0.10 -6.46 -4.73  -0.5908
N 5.26 -1.35 0.20  0.8834
H -1.44 -3.30 -2.05  0.1327
N -0.08 -5.22 0.21  -1.1158
O 0.18 -1.67 2.89  -0.5845
C 0.51 5.11 3.40  1.1773
S -3.01 -1.09 1.30  -0.3094
H -5.42 -3.54 3.83  0.4676
H 2.25 6.33 3.04  0.4681
H -0.66 0.75 -0.10  -0.6600
O 3.30 -2.98 -4.10  -0.0164
C -4.48 1.07 -1.75  -0.0057
H 1.39 0.95 4.03  0.2412
H -1.42 -0.29 0.78  -1.2848
C 2.64 1.51 -1.75  1.3515
H -3.33 3.44 -4.12  0.3937
C -2.85 -2.73 4.23  -1.4397
H -0.83 5.45 5.07  0.3435
C 6.02 -0.60 -2.07  1.1503
C 4.47 -0.72 1.06  -0.0812
C -3.51 -0.08 2.58  0.0096
C -2.42 2.83 -4.12  -1.6925
H 0.84 3.57 4.90  0.4366
S 3.04 2.41 0.89  -0.5456
N 3.57 -1.54 1.57  -0.4735
Sr 1.56 0.04 1.33  0.6641
H -4.96 -2.56 2.43  0.2719
H -3.95 -0.26 -4.06  0.4429

As for the total charge: -1. The LUMO energy is 2.006 eV.



Energy above the lowest of the compared OMol25 structures with the same formula, charge and spin for the records above, in order: 11.0 0.0 kcal/mol
E_tot for the records above, in order: -3512.41320 -4972.35372 a.u.